Entry 1:
A 3-piece molecular cluster, C4H14NO2 overall at a distorted geometry. Source: the OMol25 dataset; level of theory: ωB97M-V with the def2-TZVPD basis set.

The geometry in XYZ format:
```
21
Properties=species:S:1:pos:R:3:nbo_charge:R:1
C -3.1343 0.2973 0.7419 -0.614
C -2.0375 -0.6811 -0.0032 -0.480
C -0.7382 -0.0860 -0.1606 -0.019
C 0.2000 -0.9065 -0.7582 -0.152
N 1.5768 -0.5109 -0.7889 -0.709
H -2.8040 1.2819 0.9401 0.206
H -3.5785 0.0275 1.6923 0.228
H -4.0495 0.3956 -0.0295 0.221
H -2.5099 -0.9975 -0.8984 0.245
H -1.9471 -1.5669 0.5724 0.244
H -0.5722 0.8353 0.2440 0.219
H -0.0377 -1.8051 -1.1786 0.220
H 1.8509 0.5231 -1.1365 0.483
H 2.0533 -0.8100 0.1356 0.451
H 2.0355 -1.1694 -1.4542 0.447
H 4.8866 2.2699 -2.1525 0.494
H 3.3968 2.3295 -2.3330 0.467
O 4.0521 1.9816 -1.7395 -0.959
H 1.1161 -0.6631 2.6135 0.453
H -0.0771 -0.3311 3.3024 0.491
O 0.3181 -0.4139 2.3908 -0.937
```

Computed properties:
- E_HOMO (eV) = -13.6
- charge = +1

=====

Entry 2:
A 3-piece molecular cluster, C4H14NO2 overall at a distorted geometry. Source: the OMol25 dataset; level of theory: ωB97M-V with the def2-TZVPD basis set.

The geometry in XYZ format:
```
21
Properties=species:S:1:pos:R:3:nbo_charge:R:1
C 0.7595 0.0701 2.2233 -0.223
C -0.8097 -0.1305 2.0557 -0.445
C -1.0974 -1.3697 1.2704 -0.233
C -2.0957 -1.3870 0.3810 -0.331
N 1.4443 0.4832 0.9542 -0.688
H 0.9967 0.8398 2.9241 0.226
H 1.0306 -0.8921 2.5279 0.222
H -1.1555 -0.3547 3.0936 0.256
H -1.2383 0.7148 1.5181 0.229
H -0.4154 -2.2081 1.2976 0.206
H -2.4633 -2.2120 -0.0259 0.201
H -2.7755 -0.5340 0.1937 0.198
H 1.1050 -0.0611 0.1780 0.456
H 1.4025 1.5002 0.7746 0.465
H 2.4694 0.0772 0.9394 0.455
H 0.5709 0.5267 -4.9981 0.489
H -0.1085 1.7981 -4.4077 0.493
O 0.0221 0.8543 -4.2616 -0.969
H 0.1590 0.3812 -2.0493 0.483
H 1.2828 0.8078 -2.7379 0.501
O 0.9166 1.0958 -1.8513 -0.991
```

Computed properties:
- E_HOMO (eV) = -13.5
- charge = +1

=====

Entry 3:
A 2-piece molecular cluster, C4H14NO2 overall at a distorted geometry. Source: the OMol25 dataset; level of theory: ωB97M-V with the def2-TZVPD basis set.

The geometry in XYZ format:
```
21
Properties=species:S:1:pos:R:3:nbo_charge:R:1
C 1.2353 -0.2147 -1.0746 -0.107
O 1.9772 -0.8281 -0.0207 -0.693
C -0.3123 -0.0777 -1.0014 0.009
C -0.9231 -1.1931 -0.3642 -0.500
C -2.3789 -1.0317 -0.2499 -0.602
N -0.5654 1.3412 -0.2531 -0.756
H 1.6103 0.7771 -1.3012 0.164
H 1.4622 -0.5870 -2.1009 0.214
H 2.6655 -1.2851 -0.4376 0.490
H -0.7253 0.1871 -1.9999 0.231
H -0.8068 -2.1586 -0.8309 0.276
H -0.5826 -1.2212 0.7010 0.236
H -2.6193 -1.2916 0.8538 0.235
H -2.7722 0.0901 -0.2978 0.174
H -3.0358 -1.6014 -0.9563 0.245
H -0.0264 1.2353 0.6446 0.475
H -1.5191 1.7525 -0.0410 0.449
H -0.0895 2.1380 -0.7433 0.437
H 1.6835 1.5898 2.6782 0.490
H 0.4508 1.3287 3.2480 0.493
O 0.8397 1.4233 2.3325 -0.960
```

Computed properties:
- E_HOMO (eV) = -14.5
- charge = +1

=====

Entry 4:
A 3-piece molecular cluster, C4H14NO2 overall at a distorted geometry. Source: the OMol25 dataset; level of theory: ωB97M-V with the def2-TZVPD basis set.

The geometry in XYZ format:
```
21
Properties=species:S:1:pos:R:3:nbo_charge:R:1
C 2.4886 1.5484 0.9846 -0.601
C 1.9130 0.3315 0.1796 -0.447
C 0.4029 0.1876 -0.0084 -0.094
C -0.5497 0.6447 0.8041 -0.099
N -1.8666 -0.0047 0.5025 -0.740
H 1.7296 1.8815 1.6446 0.197
H 3.4457 1.4684 1.4346 0.239
H 2.5579 2.2691 0.1883 0.224
H 2.2019 0.4437 -0.8402 0.234
H 2.3675 -0.7204 0.4637 0.240
H 0.0336 -0.1285 -0.9188 0.201
H -0.5477 1.0374 1.8069 0.230
H -2.0003 -0.3258 -0.4975 0.458
H -2.6360 0.5387 0.9955 0.444
H -2.0532 -0.8277 1.1722 0.471
H -1.3698 -2.4935 1.8879 0.489
H -2.7160 -3.2020 2.0795 0.521
O -2.3403 -2.4641 1.5156 -0.968
H -0.0258 -0.3006 -3.6233 0.452
H 0.9735 0.1623 -4.3998 0.475
O 0.5374 0.4588 -3.5994 -0.925
```

Computed properties:
- E_HOMO (eV) = -14.0
- charge = +1

=====

Entry 5:
A 2-piece molecular cluster, C4H14NO2 overall at a distorted geometry. Source: the OMol25 dataset; level of theory: ωB97M-V with the def2-TZVPD basis set.

The geometry in XYZ format:
```
21
Properties=species:S:1:pos:R:3:nbo_charge:R:1
O 0.6089 1.5208 -1.1709 -0.260
C 1.4201 1.2218 -0.0907 -0.108
C 0.5418 0.3971 0.9447 0.012
N -0.2380 -0.6610 0.1624 -0.565
C -1.6394 -0.9401 0.7177 -0.418
C 1.2679 -0.2663 2.0387 -0.725
H 0.5305 2.4992 -1.2862 0.553
H 1.8271 2.1421 0.3287 0.271
H 2.2103 0.5750 -0.5818 0.345
H -0.2610 1.1334 1.2243 0.274
H -0.3125 -0.5394 -0.8990 0.494
H 0.3412 -1.5064 0.2037 0.442
H -1.6879 -0.5532 1.7259 0.241
H -1.6169 -2.0267 0.7773 0.257
H -2.4662 -0.5289 0.1264 0.258
H 1.2262 0.3146 2.9641 0.304
H 0.7379 -1.0750 2.5768 0.304
H 2.2092 -0.7142 1.7611 0.274
H -1.5576 -0.5064 -3.0835 0.520
H -2.3331 -1.2259 -1.9328 0.505
O -1.4589 -0.9400 -2.2284 -0.977
```

Computed properties:
- E_HOMO (alpha / beta) (eV) = -19.8 / -19.8
- ⟨S²⟩ = 0.75
- charge = +2
- multiplicity = 2

=====

Entry 6:
A 2-piece molecular cluster, C4H14NO2S overall at a distorted geometry. Source: the OMol25 dataset; level of theory: ωB97M-V with the def2-TZVPD basis set.

The geometry in XYZ format:
```
22
Properties=species:S:1:pos:R:3:nbo_charge:R:1
C -0.9259 -0.7649 -1.6896 -0.163
O -1.3789 0.2033 -2.5676 -0.826
C 0.0064 -0.0962 -0.6928 -0.130
C 0.1191 -0.9292 0.5613 -0.462
C 1.2905 -1.9200 0.6810 -0.534
S 2.8836 -1.0263 0.6523 -0.056
N -0.5663 1.3356 -0.4774 -0.958
H -0.3084 -1.5404 -2.2029 0.184
H -1.9151 -1.0508 -1.1801 0.166
H -2.3520 0.0518 -2.8273 0.452
H 1.0158 0.0680 -1.0611 0.214
H -0.8865 -1.4785 0.6733 0.220
H 0.1949 -0.4386 1.5929 0.237
H 1.0388 -2.6193 -0.1674 0.218
H 1.1882 -2.4069 1.7496 0.243
H 3.3493 -1.3510 1.8632 0.137
H -1.0127 1.5503 -1.4057 0.429
H -1.1455 1.2524 0.4760 0.313
H 0.2145 1.9877 -0.2825 0.420
H 0.2799 2.8897 2.5549 0.466
H -0.8594 3.4964 1.9738 0.455
O -0.2303 2.7872 1.7764 -1.027
```

Computed properties:
- E_HOMO (alpha / beta) (eV) = -2.8 / -9.6
- ⟨S²⟩ = 0.75
- charge = 0
- multiplicity = 2

=====

Entry 7:
A 3-piece molecular cluster, C4H14NO3 overall at a distorted geometry. Source: the OMol25 dataset; level of theory: ωB97M-V with the def2-TZVPD basis set.

The geometry in XYZ format:
```
22
Properties=species:S:1:pos:R:3:nbo_charge:R:1
C -1.6592 -0.5485 0.4506 -0.210
N -1.5189 0.8460 0.1124 -0.667
C -0.8526 1.4661 -0.9155 0.073
O 0.5125 2.0305 -0.6208 -0.862
C -0.7769 -0.8539 1.7474 -0.419
C 0.6548 -0.2945 1.5312 -0.624
H -1.2759 -1.2397 -0.3036 0.221
H -2.6939 -0.8307 0.6831 0.158
H -1.7619 1.3500 0.9552 0.356
H -1.3467 2.3724 -1.4451 0.139
H -0.5156 0.7184 -1.6389 0.186
H -1.3322 -0.7256 2.7006 0.176
H -0.6221 -1.9645 1.9064 0.182
H 0.6836 0.7303 1.8463 0.223
H 0.7945 -0.3040 0.4539 0.234
H 1.3273 -1.0965 1.8387 0.206
H 1.1247 -0.8774 -1.3538 0.517
H 1.5771 -1.9123 -2.3649 0.469
O 0.8503 -1.7155 -1.7682 -1.002
H 1.2519 1.3510 -0.9794 0.513
H 3.0611 1.1127 -1.5776 0.426
O 2.5182 0.3858 -1.2581 -1.295
```

Computed properties:
- E_HOMO (eV) = -4.0
- charge = -1

=====

Entry 8:
A 3-piece molecular cluster, C4H14NO3 overall at a distorted geometry. Source: the OMol25 dataset; level of theory: ωB97M-V with the def2-TZVPD basis set.

The geometry in XYZ format:
```
22
Properties=species:S:1:pos:R:3:nbo_charge:R:1
C 2.1811 0.7991 -1.3648 -0.420
N 0.9220 1.1024 -0.6516 -0.460
C 0.9277 0.5382 0.6881 -0.426
C -0.2129 0.6736 -1.4640 -0.253
C -1.6319 0.8043 -0.7082 -0.041
O -2.2055 -0.4473 -0.7026 -0.833
H 2.0037 0.4034 -2.3566 0.191
H 2.7419 -0.0052 -0.9357 0.177
H 2.9023 1.6402 -1.3552 0.177
H 1.8923 0.8708 1.1834 0.169
H 1.0025 -0.5746 0.7745 0.199
H 0.0576 0.9040 1.2168 0.211
H -0.0812 1.2303 -2.3916 0.173
H -0.2848 -0.4353 -1.5810 0.187
H -2.1940 1.4819 -1.4872 0.119
H -1.7116 1.2887 0.2219 0.159
H 0.8011 -1.2877 2.9191 0.452
H -0.7086 -1.9749 2.2077 0.530
O 0.2090 -2.0131 2.7118 -1.090
H -1.9663 -1.1792 0.0711 0.524
H -2.7679 -2.0211 1.6387 0.437
O -1.8766 -1.7984 1.3655 -1.182
```

Computed properties:
- E_HOMO (eV) = -4.6
- charge = -1

=====

Entry 9:
A 4-piece molecular cluster, C4H14NO3 overall at a distorted geometry. Source: the OMol25 dataset; level of theory: ωB97M-V with the def2-TZVPD basis set.

The geometry in XYZ format:
```
22
Properties=species:S:1:pos:R:3:nbo_charge:R:1
C -2.6262 -0.8720 -0.3987 -0.648
C -1.5692 -0.1767 0.3985 -0.108
C -0.3010 -0.9062 0.5610 -0.213
C -0.3217 0.3459 -0.4670 0.309
O 0.2752 1.3505 -0.1573 -0.333
N -0.3068 1.4264 2.7362 -1.120
H -3.4601 -1.1741 0.2371 0.296
H -2.2659 -1.7902 -0.8614 0.245
H -3.0353 -0.2419 -1.1912 0.259
H -1.8298 0.3961 1.2846 0.326
H 0.2420 -0.6908 1.4719 0.290
H -0.1379 -1.8561 0.0591 0.313
H -0.3303 0.1316 -1.5377 0.245
H 0.0411 1.6286 1.8042 0.359
H 0.4693 1.2968 3.3703 0.386
H -0.8967 2.1830 3.0496 0.386
H 1.9255 -0.9575 -1.5676 0.501
H 1.7749 -2.1685 -2.5451 0.495
O 1.3039 -1.6410 -1.8940 -1.010
H 1.6916 0.9423 -0.4826 0.462
H 3.2760 0.9826 -0.7893 0.511
O 2.4969 0.4291 -0.6869 -0.951
```

Computed properties:
- E_HOMO (eV) = -14.0
- charge = +1

=====

Entry 10:
A 2-piece molecular cluster, C4H14NOS overall at a distorted geometry. Source: the OMol25 dataset; level of theory: ωB97M-V with the def2-TZVPD basis set.

The geometry in XYZ format:
```
21
Properties=species:S:1:pos:R:3:nbo_charge:R:1
C -1.2048 -0.7892 1.3295 -0.239
C -1.8018 0.0111 0.1991 -0.427
C -1.1904 1.5441 -0.0002 -0.515
S 0.5258 1.5096 -0.8425 0.141
C 0.3670 1.5719 -2.6080 -0.758
N 0.2743 -1.0105 1.0071 -0.721
H -1.4918 -0.3698 2.2803 0.245
H -1.7045 -1.7805 1.1934 0.231
H -2.8177 0.1944 0.4213 0.240
H -1.7093 -0.4559 -0.7309 0.213
H -1.2773 1.9614 0.9781 0.231
H -1.8689 2.1565 -0.6685 0.252
H 1.1879 1.0919 -3.1764 0.263
H 0.3427 2.6068 -2.9197 0.238
H -0.5398 1.1162 -2.9425 0.230
H 0.4879 -1.8018 0.2957 0.465
H 0.5315 -0.1122 0.6405 0.446
H 0.8109 -1.3380 1.8395 0.459
H 1.3774 -3.9166 1.8570 0.476
H 2.8469 -3.6378 2.0262 0.502
O 2.0589 -3.3528 1.4768 -0.971
```

Computed properties:
- E_HOMO (eV) = -12.4
- charge = +1

=====

Entry 11:
A 2-piece molecular cluster, C4H14NOS overall at a distorted geometry. Source: the OMol25 dataset; level of theory: ωB97M-V with the def2-TZVPD basis set.

The geometry in XYZ format:
```
21
Properties=species:S:1:pos:R:3:nbo_charge:R:1
C -1.0994 1.2883 -0.7034 -0.633
C -0.0132 0.2555 -0.4513 -0.048
C 0.7503 0.3235 0.9139 -0.429
C 0.4813 1.4496 1.8685 -0.499
S -1.1539 1.3226 2.7665 -0.009
N -0.6123 -1.1117 -0.6257 -0.678
H -1.3595 1.2568 -1.7621 0.224
H -0.8025 2.2862 -0.4082 0.257
H -2.0008 1.0061 -0.1495 0.221
H 0.7352 0.4218 -1.2266 0.233
H 0.5077 -0.6057 1.4488 0.203
H 1.8141 0.2552 0.6837 0.243
H 0.3618 2.4594 1.4865 0.234
H 1.2762 1.4001 2.6064 0.241
H -1.4101 0.0639 2.4220 0.080
H -1.3187 -1.1782 0.1050 0.434
H 0.0454 -1.9041 -0.6458 0.471
H -1.0181 -1.1495 -1.5651 0.443
H 1.5051 -2.5396 -3.0283 0.506
H 1.9483 -2.9620 -1.6509 0.493
O 1.3631 -2.3382 -2.0845 -0.986
```

Computed properties:
- E_HOMO (eV) = -12.4
- charge = +1

=====

Entry 12:
A 2-piece molecular cluster, C4H14NOS overall at a distorted geometry. Source: the OMol25 dataset; level of theory: ωB97M-V with the def2-TZVPD basis set.

The geometry in XYZ format:
```
21
Properties=species:S:1:pos:R:3:nbo_charge:R:1
C 0.6343 -0.4386 1.3871 -0.221
C -0.5937 0.5006 1.5358 -0.448
C -0.5032 1.6593 0.3495 -0.549
S 0.0174 1.1165 -1.2908 0.161
C -1.5712 0.1573 -1.7978 -0.687
N 1.9213 0.4945 1.0117 -0.763
H 0.5689 -1.1589 0.5068 0.260
H 0.8714 -1.0419 2.2773 0.239
H -1.4585 -0.1749 1.2069 0.246
H -0.7348 0.9160 2.5436 0.247
H -1.4264 2.1734 0.3033 0.248
H 0.2582 2.4194 0.5827 0.214
H -1.4713 -0.0536 -2.9553 0.257
H -1.5500 -0.7801 -1.1470 0.233
H -2.4376 0.7092 -1.6020 0.226
H 1.9600 1.3484 1.5390 0.440
H 1.6438 0.5988 -0.0417 0.446
H 2.6495 -0.2179 1.0880 0.447
H 0.1412 -3.5221 -1.8688 0.498
H 0.6182 -2.0135 -2.1573 0.480
O 0.4626 -2.6919 -1.4710 -0.973
```

Computed properties:
- E_HOMO (eV) = -13.1
- charge = +1